[1]
Computed, not measured: a cluster of 2 separate species, C4H6O2 in total, with wB97M-V/def2-TZVPD.

Charge: 0
SMILES: C1=CC1.O=CO
Spin multiplicity: 1
HOMO-LUMO gap, eV: 10.7
E_LUMO, eV: 1.00
HOMO energy, eV: -9.66

CARTESIAN COORDINATES (ANGSTROEM)
1 H -0.03764 -1.70284 0.58954
2 O 1.47755 1.37258 -0.03477
3 H -1.50160 -0.00225 -1.59185
4 O 2.01528 -0.82902 0.01760
5 H 0.57727 1.01702 0.09095
6 H 3.34876 0.68904 -0.15148
7 H -2.69285 -0.96947 -0.57423
8 C 2.31585 0.33609 -0.05731
9 C -1.75613 -0.41082 -0.60486
10 C -0.69784 -0.88115 0.35316
11 C -1.28908 0.22946 0.67420
12 H -1.49365 0.96369 1.44434

Results of the natural (NBO) charge analysis, in e, for atoms 1 through 6: H 0.2558; O -0.6870; H 0.1844; O -0.5997; H 0.5013; H 0.1109

[2]
Computed, not measured: a structure of composition C3H12N4O at a distorted geometry, with wB97M-V/def2-TZVPD.

Charge: 0
Spin multiplicity: 1
HOMO-LUMO gap, eV: 8.7
E_LUMO, eV: 0.89
HOMO energy, eV: -7.78

CARTESIAN COORDINATES (ANGSTROEM)
1 H 1.30984 -2.13515 -1.04518
2 H -1.07774 -1.08308 1.51603
3 H -2.76163 1.58270 -1.06089
4 H 2.34913 -1.35586 0.18293
5 N 1.72222 1.19528 0.60474
6 C -0.22829 -1.55117 1.02914
7 N -0.60565 1.25357 1.16032
8 C 0.52527 0.76192 0.49943
9 H -0.56423 -2.45128 0.51350
10 N -1.06309 0.73261 -1.54057
11 H 1.75415 2.18804 0.81408
12 C 1.57500 -1.19257 -0.56618
13 N 0.36328 -0.62971 0.04903
14 H -0.81644 1.20205 -2.41292
15 H -0.50414 -0.33904 -0.96655
16 O -2.50817 0.73465 -1.45380
17 H 1.92491 -0.48057 -1.30747
18 H -1.45864 1.21847 0.60962
19 H -0.44620 2.15667 1.58272
20 H 0.51041 -1.80755 1.79202

Results of the natural (NBO) charge analysis, in e, for atoms 1 through 6: H 0.2017; H 0.2302; H 0.4370; H 0.2073; N -0.7300; C -0.4048

[3]
Computed, not measured: a cluster of 2 separate species, C6H12 in total, with wB97M-V/def2-TZVPD.

Charge: 0
SMILES: CC1CC1.C=C
Spin multiplicity: 1
HOMO-LUMO gap, eV: 11.3
E_LUMO, eV: 1.27
HOMO energy, eV: -10.07

CARTESIAN COORDINATES (ANGSTROEM)
1 H 0.98123 1.30965 2.35940
2 C -0.64587 1.38997 0.87412
3 C 0.53743 0.74756 1.53913
4 C -1.12138 -0.73577 -2.05791
5 H 0.78994 0.67616 -0.66488
6 H -1.42585 0.72797 0.50262
7 H -0.01432 -2.53720 -2.03366
8 H -1.14692 0.32262 -2.30682
9 H 1.61007 -1.12474 1.73716
10 C -0.04530 -1.48081 -2.28834
11 H -2.01847 -1.14972 -1.60345
12 H -1.00921 2.34103 1.25376
13 H 0.07836 -1.24476 0.85736
14 C 0.68611 1.35739 0.17505
15 C 0.57909 -0.75444 1.70088
16 H 0.85066 -1.06460 -2.74393
17 H 0.07616 -1.06811 2.62310
18 H 1.23828 2.28779 0.07640

Results of the natural (NBO) charge analysis, in e, for atoms 1 through 6: H 0.2070; C -0.4235; C -0.2255; C -0.3906; H 0.2157; H 0.2085

[4]
Computed, not measured: a cluster of 2 separate species, CH4S2 in total at a distorted geometry, with wB97M-V/def2-TZVPD.

Charge: 0
Spin multiplicity: 1
HOMO-LUMO gap (alpha / beta), eV: 5.2 / 5.2
E_LUMO (alpha / beta), eV: -3.52 / -3.52
HOMO energy (alpha / beta), eV: -8.74 / -8.76

CARTESIAN COORDINATES (ANGSTROEM)
1 C 0.85163 0.18443 -0.01420
2 S -3.21613 0.08717 -0.00854
3 H 0.33409 0.91557 0.59801
4 H 1.84635 -0.00429 0.39107
5 H 0.92630 0.54635 -1.03647
6 H -3.29919 -1.24069 0.11680
7 S -0.06734 -1.35376 -0.00736

Results of the natural (NBO) charge analysis, in e, for atoms 1 through 6: C -0.7991; S -0.2281; H 0.2480; H 0.2394; H 0.2296; H 0.1135

[5]
Computed, not measured: an isolated molecule of C4H5NO2, with wB97M-V/def2-TZVPD.

Charge: 0
SMILES: NC#C[C@H](O)C=O
Spin multiplicity: 1
HOMO-LUMO gap, eV: 9.8
E_LUMO, eV: 0.72
HOMO energy, eV: -9.05

CARTESIAN COORDINATES (ANGSTROEM)
1 C -1.28265 -0.75252 0.12445
2 H 1.93026 2.10007 0.48327
3 O 0.07992 2.26221 -0.33173
4 H 2.31924 -1.21962 0.67717
5 C 1.16245 0.10913 -0.12442
6 N -2.57248 -1.10159 -0.02207
7 H -2.82538 -1.29957 -0.98124
8 C -0.08766 -0.56620 0.22240
9 C 1.03709 1.62842 0.02742
10 H -3.24915 -0.51172 0.44205
11 H 1.30573 -0.07990 -1.20241
12 O 2.31692 -0.25796 0.60162

Results of the natural (NBO) charge analysis, in e, for atoms 1 through 6: C 0.2265; H 0.1252; O -0.5026; H 0.4813; C -0.0676; N -0.8188

[6]
Computed, not measured: a cluster of 2 separate species, F2HNS in total at a distorted geometry, with wB97M-V/def2-TZVPD.

Charge: 0
Spin multiplicity: 1
HOMO-LUMO gap (alpha / beta), eV: 9.2 / 7.2
E_LUMO (alpha / beta), eV: -0.99 / -2.44
HOMO energy (alpha / beta), eV: -10.14 / -9.68

CARTESIAN COORDINATES (ANGSTROEM)
1 H 0.30778 -1.48989 0.72114
2 F -3.47906 0.72223 -0.60985
3 S 0.45002 -1.06653 -0.65856
4 F -3.20053 -0.71847 1.02900
5 N -2.92744 -0.45114 -0.27597

For reference, the natural (NBO) charges in units of e are: H 0.1169; F -0.1961; S -0.1220; F -0.2139; N 0.4151

[7]
Computed, not measured: a structure of composition C30H33FN4O5RuSeSi at a distorted geometry, with wB97M-V/def2-TZVPD.

Charge: +1
Spin multiplicity: 6
HOMO-LUMO gap (alpha / beta), eV: 6.0 / 6.3
E_LUMO (alpha / beta), eV: -3.40 / -3.40
HOMO energy (alpha / beta), eV: -9.40 / -9.73

CARTESIAN COORDINATES (ANGSTROEM)
1 N -5.84423 6.17346 -0.86864
2 C -3.09425 3.65303 -0.84554
3 H -5.58508 -0.34690 1.33397
4 H -6.59269 9.04377 -0.87505
5 H 3.90469 2.68275 1.02698
6 Si 2.05612 4.21748 0.57366
7 N 0.70098 -1.61820 -0.50050
8 H -2.03142 3.59622 -1.05097
9 C -7.87917 0.17973 -0.21987
10 C -5.13127 4.96041 -0.70785
11 C 0.39814 -4.01893 -0.62284
12 O 2.00647 0.12861 1.09866
13 C -5.21301 7.39533 -1.36347
14 H -4.63952 7.16920 -2.25699
15 C 3.69188 3.43682 0.26739
16 H -2.48626 -5.72866 -1.16312
17 C -2.97854 -0.81390 1.32660
18 H -0.10923 -6.11504 -0.63696
19 H -7.36899 1.64222 -1.80473
20 C -6.32861 8.39680 -1.70835
21 H -7.22202 5.64538 0.64787
22 H -8.76582 -0.19960 0.26702
23 H 2.51999 5.86936 2.35876
24 C 2.71615 -0.58982 0.29732
25 H 2.23885 6.04854 -1.06282
26 C -7.97005 1.50316 -0.91587
27 H -6.62743 7.28887 0.72994
28 C -5.04641 0.42485 0.79845
29 H 0.84055 5.28873 2.40608
30 H -6.87673 3.84140 -0.15907
31 H -8.75460 6.13420 -1.12494
32 C -0.48984 -5.11033 -0.77476
33 O -1.96479 1.06129 -0.78348
34 C 1.96295 -1.81132 -0.17964
35 C 1.48143 5.29865 -0.81756
36 H -7.26991 6.84701 -2.67275
37 H -1.78944 -1.49692 -1.29836
38 C 2.55685 -3.08706 -0.12845
39 H 3.61049 -3.15755 0.09952
40 H -8.92037 2.01966 -0.92495
41 C 1.77215 -4.17980 -0.32307
42 H -7.23777 -0.58148 -0.64252
43 C -6.93414 6.49477 0.03932
44 C -0.09670 -2.71031 -0.75695
45 Se 0.46594 2.53541 0.62071
46 C -3.77264 2.51558 -0.41809
47 O -1.75066 -0.54002 1.64885
48 H -4.53876 7.85915 -0.63810
49 N -7.55905 7.60197 -2.04750
50 H 0.55439 5.81634 -0.55824
51 C -3.71107 0.30300 0.61549
52 C -5.13903 2.59853 -0.13871
53 H 2.14559 4.26471 3.00927
54 H 3.69820 2.93561 -0.70181
55 C -3.75317 4.83980 -0.96097
56 H 4.49033 4.18492 0.28001
57 H -8.73380 7.69727 -0.28368
58 C -3.05377 1.25765 -0.22818
59 C -7.23135 1.38348 0.38566
60 C 1.87751 4.99261 2.24117
61 H -6.05917 9.01776 -2.55844
62 O -3.58787 -1.82475 1.60598
63 C -1.44038 -2.51022 -1.13776
64 N -5.79018 1.47189 0.34005
65 C -2.27569 -3.57971 -1.27809
66 C -8.12416 6.96026 -0.80274
67 H -8.26055 8.16566 -2.52512
68 H 2.18336 -5.18001 -0.25009
69 C -5.80854 3.81348 -0.32060
70 H -7.68216 1.80498 1.27686
71 F -3.03400 5.93253 -1.31578
72 H -3.31502 -3.42075 -1.53430
73 O 3.85520 -0.39699 -0.08168
74 Ru -0.17579 0.23876 0.52579
75 C -1.80249 -4.89510 -1.07668
76 H 1.30240 4.69230 -1.70729

Results of the Mulliken charge analysis, in e, for atoms 1 through 6: N 0.0842; C -0.8670; H 0.6281; H 0.3375; H 0.2781; Si 0.3296

[8]
Computed, not measured: an isolated molecule of C6H10O at a distorted geometry, with wB97M-V/def2-TZVPD.

Charge: 0
SMILES: C1=CCOCCC1
Spin multiplicity: 1
HOMO-LUMO gap, eV: 10.6
E_LUMO, eV: 1.12
HOMO energy, eV: -9.46

CARTESIAN COORDINATES (ANGSTROEM)
1 C 0.78346 1.12935 -0.43897
2 H -0.11132 1.70020 -0.16104
3 C 0.02230 -0.61795 1.26395
4 C 1.19290 0.33331 0.79678
5 H 2.14097 -0.18871 0.56472
6 H -0.43126 -1.35623 -2.23030
7 H 0.43246 -1.64952 1.09451
8 O 0.53242 0.32333 -1.57665
9 H -0.09819 -0.59136 2.33888
10 C -1.63973 -0.31957 -0.71797
11 C -1.51690 -0.21291 0.61005
12 H 0.04314 -1.37759 -0.54069
13 H 1.44622 1.03589 1.60131
14 H -2.50890 -0.08014 -1.34296
15 H -2.40738 0.21162 1.13455
16 C -0.35608 -0.75557 -1.33130
17 H 1.55505 1.83696 -0.75624

Results of the natural (NBO) charge analysis, in e, for atoms 1 through 6: C -0.0693; H 0.1674; C -0.4498; C -0.4443; H 0.2118; H 0.1922

Summary of E_tot in hartree
-306.3945 -415.6338 -235.7412 -836.7330 -360.5621 -653.0464 -4643.6569 -309.7658
(order as listed above)
Summary of relative energy (zero: lowest compared OMol25 entry of this formula, charge and spin) in kcal/mol
70.1 102.3 48.3 83.6 67.4 112.9 28.8 48.0
(order as listed above)